Entry 1:
# C27H26Cl3N3NiO3SSbSi

C27H26Cl3N3NiO3SSbSi as an isolated structure (wB97M-V/def2-TZVPD, the Open Molecules 2025 dataset).

XYZ file:
```
66
Properties=species:S:1:pos:R:3
Ni -1.475 -0.037 -2.133
C -3.452 2.843 0.441
C -3.010 1.962 -0.693
N -2.672 0.736 -0.547
O -2.675 0.241 0.772
C -2.940 2.499 -2.049
C -3.566 3.805 -2.424
N -2.320 1.724 -2.934
O -2.304 2.071 -4.154
H -3.266 2.365 1.398
H -4.519 3.068 0.362
H -2.918 3.794 0.397
H -2.296 -0.646 0.614
H -4.633 3.856 -2.174
H -3.454 3.912 -3.503
H -3.079 4.660 -1.939
O -1.235 -1.764 -0.632
N -1.685 -2.967 -0.968
C -1.256 -3.995 -0.212
C -1.620 -5.291 -0.447
C -2.475 -5.533 -1.534
C -2.915 -4.495 -2.288
C -2.556 -3.128 -2.033
S -3.116 -1.822 -2.919
H -0.603 -3.689 0.594
H -1.244 -6.079 0.191
H -2.781 -6.546 -1.773
H -3.572 -4.654 -3.131
C -0.113 -0.838 4.870
C 0.439 -1.769 4.001
C 0.687 -1.430 2.673
C 0.394 -0.160 2.178
C -0.176 0.756 3.067
C -0.424 0.431 4.395
Sb 0.674 0.457 0.075
C 2.398 -0.823 -0.165
C 3.716 -0.368 -0.167
C 4.778 -1.253 -0.313
C 4.539 -2.614 -0.466
C 3.231 -3.078 -0.500
C 2.174 -2.186 -0.360
C 1.790 2.219 0.715
C 2.636 2.268 1.827
C 3.263 3.451 2.199
C 3.054 4.613 1.462
C 2.220 4.582 0.355
C 1.595 3.393 -0.014
H -0.303 -1.098 5.905
H 0.682 -2.764 4.356
H 1.133 -2.173 2.022
H -0.440 1.749 2.715
H -0.863 1.168 5.058
H 3.924 0.692 -0.078
H 5.794 -0.876 -0.322
H 5.366 -3.303 -0.587
H 3.027 -4.128 -0.671
H 1.154 -2.548 -0.450
H 2.800 1.371 2.416
H 3.915 3.467 3.066
H 3.543 5.536 1.751
H 2.059 5.480 -0.230
H 0.963 3.372 -0.896
Cl 0.339 0.326 -5.751
Si 0.254 -0.181 -3.660
Cl 1.857 1.310 -2.965
Cl 1.556 -1.942 -3.791
```

Calculated values
Charge: -2
LUMO (spin up / spin down), eV: 4.388 / 4.388
⟨S²⟩: 0.761
Gap between HOMO and LUMO (spin up / spin down), eV: 5.2 / 5.0
Multiplicity: 2

Mulliken population analysis, charges in e, atoms 1 to 2: number 1, Ni, carries 0.539; number 2, C, carries -1.530

=====

Entry 2:
# C39H34Cl2N6O4Ti

C39H34Cl2N6O4Ti as an isolated structure (wB97M-V/def2-TZVPD, the Open Molecules 2025 dataset).

XYZ file:
```
86
Properties=species:S:1:pos:R:3
Ti -0.382 -0.618 -0.097
O 3.812 -3.151 -2.600
C 3.089 -2.642 -3.609
C 3.528 -2.885 -4.913
C 2.801 -2.427 -5.994
C 1.618 -1.717 -5.804
C 1.194 -1.458 -4.513
C 1.917 -1.896 -3.406
C 1.412 -1.564 -2.051
O 0.400 -0.791 -1.944
N 2.006 -2.148 -1.038
N 1.280 -1.928 0.132
C 1.592 -2.663 1.125
C 0.849 -2.720 2.375
C 1.349 -3.530 3.397
C 0.667 -3.701 4.587
C -0.565 -3.069 4.749
C -1.085 -2.268 3.752
C -0.382 -2.054 2.558
O -0.881 -1.254 1.646
H 3.283 -3.005 -1.769
H 4.441 -3.452 -5.044
H 3.154 -2.632 -6.998
H 1.040 -1.368 -6.650
H 0.283 -0.904 -4.325
H 2.436 -3.340 1.013
H 2.296 -4.036 3.240
H 1.074 -4.328 5.369
H -1.126 -3.205 5.667
H -2.040 -1.770 3.868
C -0.053 2.126 -2.452
N 1.351 1.860 -2.229
C 2.085 1.817 -3.470
C 1.909 2.623 -1.172
C 2.784 3.662 -1.462
C 3.372 4.455 -0.483
C 3.031 4.199 0.830
C 2.158 3.168 1.145
C 1.575 2.303 0.182
N 0.741 1.250 0.555
C 0.838 0.991 1.956
C 1.986 0.385 2.462
C 2.128 0.075 3.807
C 1.094 0.359 4.682
C -0.062 0.959 4.200
C -0.203 1.288 2.852
N -1.404 1.873 2.347
C -1.275 3.285 2.030
C -2.616 1.592 3.079
H -0.213 3.091 -2.968
H -0.565 2.168 -1.493
H -0.500 1.329 -3.049
H 1.658 1.038 -4.103
H 2.045 2.763 -4.039
H 3.130 1.571 -3.283
H 3.018 3.856 -2.502
H 4.063 5.245 -0.751
H 3.446 4.793 1.638
H 1.946 3.009 2.192
H 2.777 0.155 1.757
H 3.030 -0.414 4.158
H 1.173 0.099 5.732
H -0.873 1.169 4.885
H -2.186 3.633 1.533
H -0.430 3.449 1.365
H -1.132 3.901 2.933
H -2.706 2.147 4.028
H -2.680 0.525 3.289
H -3.474 1.872 2.460
Cl -3.200 -4.676 -1.347
C -3.733 -3.030 -1.200
C -5.099 -2.751 -1.349
C -5.579 -1.480 -1.240
Cl -7.290 -1.177 -1.424
C -4.694 -0.408 -0.968
C -5.081 0.938 -0.813
C -4.147 1.888 -0.523
C -2.802 1.503 -0.391
N -2.410 0.269 -0.551
C -3.322 -0.703 -0.828
C -2.784 -2.044 -0.941
O -1.533 -2.246 -0.803
H -5.778 -3.569 -1.551
H -6.126 1.198 -0.919
H -4.418 2.926 -0.390
H -2.030 2.214 -0.128
```

Calculated values
Charge: -1
LUMO (spin up / spin down), eV: 2.067 / 2.088
⟨S²⟩: 0.756
Gap between HOMO and LUMO (spin up / spin down), eV: 6.0 / 6.2
Multiplicity: 2

Mulliken population analysis, charges in e, atoms 1 to 2: number 1, Ti, carries -0.284; number 2, O, carries -0.698

=====

Entry 3:
# C20H23N3O3

An isolated molecule of C20H23N3O3 (wB97M-V/def2-TZVPD, the Open Molecules 2025 dataset).

XYZ file:
```
49
Properties=species:S:1:pos:R:3
C -0.451 1.035 -5.085
C 0.322 -0.252 -4.817
O 1.579 -0.021 -4.214
C 1.623 0.385 -2.896
C 0.567 0.392 -2.010
C 0.750 0.811 -0.689
C -0.400 0.810 0.198
N -1.662 0.869 -0.306
C -2.477 0.888 0.724
C -3.875 0.975 0.772
C -4.503 0.976 1.985
C -3.748 0.883 3.176
C -2.393 0.801 3.128
N -1.760 0.814 1.929
C -0.439 0.765 1.590
N 0.599 0.662 2.514
C 1.408 -0.542 2.422
C 0.657 -1.818 2.863
C 1.454 -3.089 2.499
C 0.614 -3.754 1.399
C -0.396 -2.663 1.027
O -0.595 -1.924 2.211
C 2.007 1.242 -0.276
C 3.071 1.228 -1.159
C 2.896 0.797 -2.463
O 3.949 0.780 -3.325
H 0.143 1.703 -5.704
H -0.687 1.543 -4.154
H -1.376 0.801 -5.604
H 0.567 -0.748 -5.761
H -0.273 -0.941 -4.207
H -0.426 0.085 -2.295
H -4.413 1.038 -0.159
H -5.578 1.042 2.047
H -4.249 0.871 4.130
H -1.784 0.716 4.016
H 0.259 0.795 3.460
H 1.727 -0.647 1.384
H 2.292 -0.409 3.052
H 0.436 -1.753 3.935
H 1.568 -3.741 3.363
H 2.445 -2.820 2.138
H 1.212 -4.061 0.544
H 0.090 -4.625 1.792
H -1.368 -3.050 0.718
H -0.002 -2.015 0.231
H 2.144 1.611 0.728
H 4.052 1.559 -0.856
H 3.616 0.476 -4.181
```

Calculated values
Charge: 0
LUMO, eV: 0.799
Gap between HOMO and LUMO, eV: 7.8

Mulliken population analysis, charges in e, atoms 1 to 2: number 1, C, carries -1.053; number 2, C, carries -0.419

=====

Entry 4:
# C5H9NO

A 2-piece molecular cluster, C5H9NO overall (wB97M-V/def2-TZVPD, the Open Molecules 2025 dataset).

XYZ file:
```
16
Properties=species:S:1:pos:R:3
C -1.070 0.874 1.282
C 0.077 0.611 0.353
C 1.290 -0.016 0.707
C 1.932 -0.357 -0.464
N 1.178 0.107 -1.492
C 0.053 0.747 -1.017
H -1.984 1.154 0.761
H -1.231 0.021 1.939
H -0.873 1.702 1.970
H 1.644 -0.286 1.686
H 2.938 -0.710 -0.638
H 1.403 0.094 -2.476
H -0.667 1.144 -1.711
O -1.731 -1.991 -0.494
H -0.848 -1.630 -0.620
H -2.112 -1.464 0.215
```

Calculated values
Charge: 0
LUMO, eV: 0.919
Gap between HOMO and LUMO, eV: 9.4

Mulliken population analysis, charges in e, atoms 1 to 2: number 1, C, carries -1.499; number 2, C, carries 0.850

=====

Entry 5:
# C4H7NO

C4H7NO as an isolated structure (wB97M-V/def2-TZVPD, the Open Molecules 2025 dataset).

XYZ file:
```
13
Properties=species:S:1:pos:R:3
C 0.268 -0.263 -1.443
C 0.288 0.843 1.252
C -0.635 0.231 0.244
C 0.727 -1.422 -0.762
N -1.872 0.333 0.139
O 0.240 -1.636 0.378
H -2.312 1.060 0.700
H 1.515 -2.082 -1.144
H 0.992 0.301 -2.028
H -0.713 -0.373 -1.888
H 0.197 1.930 1.195
H -0.018 0.523 2.252
H 1.325 0.554 1.104
```

Calculated values
Charge: 0
LUMO, eV: 0.561
Gap between HOMO and LUMO, eV: 9.2

Mulliken population analysis, charges in e, atoms 1 to 2: number 1, C, carries -0.936; number 2, C, carries -1.067

=====

Entry 6:
# C3H7NO2S

An isolated molecule of C3H7NO2S (wB97M-V/def2-TZVPD, the Open Molecules 2025 dataset).

XYZ file:
```
14
Properties=species:S:1:pos:R:3
O -0.866 -0.679 -2.357
C -1.416 -0.131 -1.438
O -2.647 0.396 -1.554
N -0.947 -0.109 -0.115
C 0.417 0.304 0.155
C 0.983 -0.417 1.357
S 2.441 0.388 2.086
H -2.781 0.725 -2.452
H -1.182 -0.973 0.355
H 0.513 1.381 0.322
H 1.056 0.065 -0.698
H 1.221 -1.463 1.195
H 0.263 -0.410 2.177
H 2.946 0.923 0.966
```

Calculated values
Charge: 0
LUMO, eV: 0.659
Gap between HOMO and LUMO, eV: 10.0

Mulliken population analysis, charges in e, atoms 1 to 2: number 1, O, carries -0.521; number 2, C, carries 0.474

=====

Record-wise maximum force values, in eV Å⁻¹: 0.82 0.44 1.03 1.09 2.89 1.29
Record-wise DFT total energy values, in eV: -142896.1117 -106292.3692 -31725.8866 -8868.3180 -7795.7136 -19644.6723